{
  "formula": "C41H33IN5O4Pd",
  "method": "ωB97M-V/def2-TZVPD",
  "energy_ha": -2582.65270,
  "homo_lumo_gap_ev": 6.27,
  "e_lumo_ev": 2.07,
  "total_charge": -1,
  "species": ["Pd", "C", "C", "N", "C", "C", "C", "O", "C", "C", "N", "C", "C", "C", "C", "C", "C", "I", "C", "O", "H", "H", "H", "H", "H", "H", "H", "H", "H", "H", "H", "H", "O", "C", "N", "C", "C", "O", "N", "C", "C", "C", "C", "C", "C", "C", "C", "C", "C", "C", "C", "H", "H", "H", "H", "H", "H", "H", "H", "H", "H", "H", "C", "C", "C", "C", "C", "C", "N", "C", "C", "C", "C", "C", "C", "H", "H", "H", "H", "H", "H", "H", "H", "H", "H"],
  "xyz": [[-2.10, -0.77, 0.06], [-0.89, 4.01, -0.65], [-0.77, 3.53, 0.76], [-0.11, 4.23, 1.63], [0.01, 3.75, 2.90], [-0.48, 2.54, 3.31], [-0.23, 2.12, 4.73], [-1.42, 1.96, 5.50], [-1.19, 1.72, 2.37], [-1.63, 0.44, 2.81], [-2.07, -0.56, 2.10], [-2.42, -1.74, 2.81], [-1.71, -2.18, 3.93], [-2.08, -3.33, 4.60], [-3.17, -4.08, 4.17], [-3.86, -3.68, 3.04], [-3.48, -2.53, 2.37], [-4.43, -2.00, 0.57], [-1.43, 2.25, 1.06], [-2.13, 1.73, 0.17], [-0.26, 4.89, -0.79], [-1.93, 4.26, -0.89], [-0.60, 3.21, -1.33], [0.56, 4.37, 3.59], [0.42, 2.86, 5.21], [0.29, 1.15, 4.78], [-2.04, 2.64, 5.20], [-1.60, 0.30, 3.88], [-0.82, -1.64, 4.23], [-1.51, -3.65, 5.46], [-3.45, -4.98, 4.69], [-4.68, -4.27, 2.66], [0.10, -2.40, 1.33], [0.66, -1.49, 0.74], [1.99, -1.14, 0.89], [2.35, -0.13, -0.09], [0.94, 0.24, -0.64], [0.77, 1.15, -1.44], [0.03, -0.59, -0.11], [2.96, 1.11, 0.54], [3.05, 1.26, 1.91], [3.54, 2.44, 2.47], [3.93, 3.48, 1.64], [3.83, 3.34, 0.27], [3.35, 2.16, -0.28], [3.19, -0.76, -1.20], [4.57, -0.60, -1.25], [5.32, -1.26, -2.22], [4.70, -2.08, -3.15], [3.32, -2.25, -3.10], [2.58, -1.59, -2.14], [2.63, -1.87, 1.18], [2.71, 0.45, 2.55], [3.59, 2.54, 3.54], [4.30, 4.40, 2.07], [4.12, 4.16, -0.38], [3.25, 2.07, -1.36], [5.07, 0.05, -0.54], [6.40, -1.12, -2.25], [5.29, -2.59, -3.90], [2.82, -2.89, -3.81], [1.50, -1.74, -2.11], [-0.44, -4.38, -3.78], [-0.99, -3.36, -4.55], [-1.57, -2.25, -3.96], [-1.63, -2.11, -2.55], [-1.10, -3.17, -1.79], [-0.51, -4.27, -2.40], [-2.23, -1.05, -1.93], [-2.41, 0.17, -2.61], [-1.41, 0.77, -3.39], [-1.62, 2.00, -3.98], [-2.82, 2.67, -3.81], [-3.81, 2.10, -3.02], [-3.61, 0.86, -2.43], [0.02, -5.24, -4.25], [-0.96, -3.41, -5.63], [-1.99, -1.47, -4.58], [-1.12, -3.12, -0.71], [-0.11, -5.06, -1.77], [-0.45, 0.27, -3.49], [-0.83, 2.44, -4.57], [-2.98, 3.64, -4.26], [-4.75, 2.63, -2.86], [-4.37, 0.43, -1.80]]
}